143
Properties=species:S:1:pos:R:3 method="wB97M-V/def2-TZVPD" e_tot_ha=-8383.73298 largest_force_ev_per_a=4.9 orbital_gap_ha=0.3187 smiles="CCOC(=O)OC.CCOC(=O)OC.CCOC(=O)OC.CCOC(=O)OC.CCOC(=O)OC.CN(C)C=O.CN(C)C=O.CN(C)C=O.CN(C)C=O.CN(C)C=O.BrCCBr" total_charge=0
C 2.079 17.032 -20.867
C 1.646 17.998 -19.815
O 0.487 18.755 -20.154
C -0.128 19.533 -19.273
O 0.048 19.550 -18.055
O -0.999 20.279 -19.994
C -2.157 20.880 -19.416
H 1.180 16.526 -21.219
H 2.653 16.185 -20.490
H 2.709 17.521 -21.610
H 2.485 18.642 -19.553
H 1.412 17.305 -19.007
H -2.597 21.572 -20.133
H -1.845 21.452 -18.542
H -2.952 20.180 -19.157
C 5.000 20.736 -8.066
C 4.005 19.753 -8.530
O 4.016 19.716 -9.954
C 2.876 19.351 -10.708
O 1.793 19.009 -10.270
O 3.214 19.518 -12.021
C 2.291 19.328 -13.083
H 5.978 20.411 -8.420
H 5.112 20.936 -7.000
H 4.749 21.701 -8.507
H 3.023 19.999 -8.125
H 4.212 18.726 -8.229
H 2.484 18.342 -13.505
H 2.374 19.943 -13.980
H 1.241 19.388 -12.795
C 2.075 16.587 -16.056
C 2.857 15.664 -17.052
O 2.214 14.441 -17.100
C 2.769 13.372 -17.678
O 3.885 13.382 -18.233
O 1.872 12.450 -17.714
C 2.082 11.260 -18.436
H 1.939 16.197 -15.047
H 1.055 16.661 -16.432
H 2.542 17.561 -16.203
H 3.848 15.536 -16.616
H 3.026 16.066 -18.051
H 1.241 10.591 -18.248
H 2.930 10.688 -18.061
H 2.263 11.459 -19.492
C 0.251 22.392 -10.468
C 1.445 22.966 -11.324
O 1.283 24.290 -11.806
C 0.476 24.603 -12.745
O -0.427 23.957 -13.214
O 0.906 25.738 -13.272
C 0.269 26.445 -14.315
H -0.019 23.030 -9.626
H 0.415 21.446 -9.952
H -0.616 22.401 -11.129
H 1.735 22.263 -12.105
H 2.246 22.851 -10.594
H -0.815 26.397 -14.216
H 0.692 25.955 -15.192
H 0.595 27.485 -14.291
C -5.655 21.737 -19.739
C -5.207 23.093 -19.247
O -4.141 22.866 -18.265
C -3.612 23.865 -17.573
O -4.077 24.999 -17.664
O -2.643 23.437 -16.868
C -1.971 24.453 -16.098
H -6.311 21.406 -18.934
H -4.879 20.986 -19.888
H -6.212 21.909 -20.660
H -5.989 23.614 -18.694
H -4.970 23.804 -20.039
H -1.816 25.388 -16.636
H -1.071 24.008 -15.674
H -2.448 24.650 -15.138
C 2.239 15.692 -11.498
N 0.853 16.043 -11.019
C 0.679 15.800 -9.579
C -0.125 16.510 -11.794
O -0.104 16.651 -13.006
H 2.381 15.861 -12.565
H 2.333 14.632 -11.259
H 2.933 16.283 -10.900
H 1.397 16.479 -9.120
H -0.318 16.041 -9.211
H 0.969 14.807 -9.235
H -0.978 16.861 -11.193
C -5.815 20.431 -16.120
N -6.394 19.130 -16.328
C -7.788 19.018 -15.826
C -5.741 18.113 -16.984
O -6.356 17.069 -17.264
H -6.228 21.213 -16.757
H -5.904 20.734 -15.077
H -4.784 20.519 -16.463
H -8.511 19.488 -16.493
H -8.152 18.021 -15.576
H -7.769 19.498 -14.848
H -4.669 18.312 -17.133
C -3.580 18.943 -11.048
N -4.730 18.196 -11.624
C -5.316 18.765 -12.807
C -5.311 17.150 -10.934
O -6.300 16.534 -11.369
H -2.740 18.918 -11.742
H -3.254 18.489 -10.112
H -3.691 19.997 -10.796
H -6.331 18.414 -12.994
H -5.444 19.812 -12.533
H -4.757 18.747 -13.743
H -4.923 17.113 -9.905
C -2.577 15.184 -14.536
N -3.739 14.528 -13.996
C -5.014 15.205 -14.042
C -3.647 13.325 -13.394
O -4.586 12.794 -12.779
H -2.706 15.272 -15.615
H -1.651 14.739 -14.172
H -2.509 16.150 -14.037
H -4.955 16.188 -13.574
H -5.259 15.364 -15.092
H -5.875 14.736 -13.566
H -2.587 13.029 -13.373
C -2.169 16.755 -18.524
N -2.070 16.109 -19.839
C -1.827 14.686 -19.918
C -2.088 16.878 -20.911
O -1.689 16.475 -21.999
H -2.490 17.793 -18.605
H -1.188 16.667 -18.058
H -2.858 16.163 -17.922
H -2.583 14.103 -19.394
H -1.739 14.337 -20.947
H -0.846 14.445 -19.508
H -2.445 17.905 -20.735
Br -2.895 21.381 -14.311
C -1.053 20.855 -14.985
C -0.817 19.315 -14.735
Br -2.359 18.521 -15.786
H -0.261 21.510 -14.623
H -1.057 20.993 -16.066
H -0.967 19.158 -13.666
H 0.164 18.945 -15.032